Record 1
C3H4N2 | wB97M-V/def2-TZVPD

ORCA input file:
```
! wB97M-V def2-TZVPD RIJCOSX def2/J DEFGRID3
* xyz 0 1
C -1.880 0.072 -0.155
C -0.700 0.662 0.429
N 0.311 1.023 0.824
H -1.714 -0.250 -1.209
H -2.515 0.896 -0.420
H -2.106 -0.756 0.601
C 2.882 -0.543 0.003
N 2.010 -0.450 -0.706
H 3.713 -0.654 0.633
*
```

* E_tot: -226.163985 hartree
* Kohn-Sham gap: 0.4427 Ha
* SMILES: CC#N.C#N
* lowest unoccupied orbital energy: 0.9793 eV
* energy above the lowest of the compared OMol25 structures with the same formula, charge and spin: 38.40 kcal/mol

---

Record 2
C3H4N2 | wB97M-V/def2-TZVPD

ORCA input file:
```
! wB97M-V def2-TZVPD RIJCOSX def2/J DEFGRID3
* xyz 0 1
C 0.111 -0.612 -0.782
C -0.955 -0.730 0.123
N -0.805 0.084 1.162
N 0.312 0.774 0.895
C 0.877 0.406 -0.285
H 0.318 -1.098 -1.724
H -1.871 -1.285 -0.012
H 0.672 1.389 1.611
H 1.339 1.072 -0.987
*
```

* E_tot: -226.189376 hartree
* Kohn-Sham gap: 0.3886 Ha
* SMILES: c1cn[nH]c1
* lowest unoccupied orbital energy: 1.1474 eV
* energy above the lowest of the compared OMol25 structures with the same formula, charge and spin: 22.47 kcal/mol

---

Question: Which of these has the lowest E_tot?
Answer: number 2

---

Question: Among the records above, which one has the lowest lowest unoccupied orbital energy?
Answer: number 1

---

Question: Among the records above, which one has the lowest energy above the lowest of the compared OMol25 structures with the same formula, charge and spin?
Answer: number 2

---

Question: Among the records above, which one has the lowest energy above the lowest of the compared OMol25 structures with the same formula, charge and spin?
Answer: number 2